This record from the Open Molecules 2025 dataset describes a molecular structure, C5H8Br3Cl at a distorted geometry. The level of theory is the ωB97M-V functional and the def2-TZVPD basis.

Output
- energy above the lowest of the compared OMol25 structures with the same formula, charge and spin (eV) = 1.408
- HOMO energy (spin up / spin down) (eV) = -8.7983 / -7.5858
- net charge = 0
- orbital gap (spin up / spin down) (eV) = 8.59 / 6.24

Last column: natural (NBO) charge in e.
Positions of all 17 atoms, in Å:
H 0.725 1.738 -0.421  0.239
H -0.463 -1.649 -1.135  0.238
H -0.830 1.918 -1.353  0.218
Br 1.989 -2.564 0.698  0.091
H -1.210 -0.321 -1.994  0.223
C -1.092 -0.761 -1.029  -0.705
Br -2.425 0.300 2.053  -0.078
H -0.304 -1.157 1.581  0.247
C 2.194 -0.841 -0.173  -0.385
Br 3.144 0.324 0.916  0.140
C -0.343 1.693 -0.428  -0.685
C -0.571 -0.037 1.342  -0.511
Cl 2.664 -0.811 -1.847  0.055
C -0.567 0.222 -0.104  0.188
H -2.074 -0.989 -0.581  0.241
H -0.873 2.232 0.403  0.229
H 0.037 0.703 2.071  0.255